Density functional theory data (ωB97M-V/def2-TZVPD) for a single C4H6N4 molecule.

XYZ file:
```
14
Properties=species:S:1:pos:R:3:forces:R:3
H -3.2646 1.1171 0.0606 -0.7250 -2.0125 0.7954
N -3.4479 0.0863 0.3832 5.9644 -1.2789 -3.8653
C -2.2423 -0.5659 -0.0910 -2.7676 4.6859 4.5454
N -1.1106 0.2598 -0.4696 2.6813 -6.0722 1.3022
C 0.3311 0.1360 -0.1202 -5.0169 -6.0429 -2.9143
N 0.7913 -1.0817 -0.0665 2.4733 1.3219 -0.2998
C 2.2883 -0.8477 0.0158 -5.1019 4.6855 1.7559
N 2.5658 0.4108 0.2934 -0.7744 -1.0507 -1.9399
C 1.2415 1.1795 -0.0090 3.1705 2.3251 3.6443
H -2.0028 -1.5446 0.3840 -0.2194 0.5295 -1.2928
H -1.1723 1.1633 -0.5230 -2.2705 6.2939 -0.5760
H 2.8599 -1.6982 -0.0002 1.8314 -1.5320 0.0924
H 0.8446 1.7329 0.9239 1.0051 -0.7889 -0.5497
H 1.4329 2.0902 -0.6028 -0.2504 -1.0637 -0.6979
```
Positions in Å, forces in eV/Å.

The HOMO-LUMO gap is 9.235 eV. As for the SMILES: [H]/N=C\NC1=NC=NC1. The charge is 0.

---

Density functional theory data (ωB97M-V/def2-TZVPD) for 2 unconnected molecules or ions with the total composition C4H6N4.

XYZ file:
```
14
Properties=species:S:1:pos:R:3:forces:R:3
C 1.3437 -0.9676 0.8005 1.1390 0.6652 1.2744
C 1.8351 -0.5498 -0.4120 -0.9993 -1.4610 1.1069
C -0.3676 -1.0383 -0.6088 -1.8241 -1.0807 -0.6617
C -2.1214 1.4425 0.2043 -0.4818 0.7051 -1.2811
N -0.0114 -1.1687 0.7083 1.0148 0.3566 -2.9289
N 0.1695 2.1333 -0.1101 -1.3309 -0.5787 0.0752
N -0.9134 1.8007 0.0341 1.9395 1.1363 -0.2766
N 0.7640 -0.6924 -1.2571 -1.6321 -0.3150 -1.3407
H 1.6813 -1.1108 1.8193 1.0405 0.4085 -0.4245
H 2.7206 -0.2349 -0.8754 1.4059 0.2420 0.4174
H -0.5577 -1.7037 1.3488 -0.2615 0.1176 0.2588
H -2.4081 1.1380 1.1364 -0.3790 -0.9890 2.1986
H -2.8890 1.7403 -0.4746 0.0754 0.0887 -0.6388
H 0.7544 -0.7886 -2.3138 0.2934 0.7044 2.2211
```
Positions in Å, forces in eV/Å.

The HOMO-LUMO gap is 8.818 eV. The charge is 0.

---

Density functional theory data (ωB97M-V/def2-TZVPD) for a molecular structure, C4H6N4.

XYZ file:
```
14
Properties=species:S:1:pos:R:3:forces:R:3
C -0.1395 0.8254 1.6462 3.1763 2.4108 -3.3793
C 0.6716 0.7373 -0.6833 -0.8665 -3.6571 -0.2032
C 0.9569 -1.3898 -1.4162 2.3121 3.8843 -0.8331
C -1.4122 -0.3000 -0.1095 -4.3673 -3.1002 -2.4277
H 1.0792 0.5584 2.1497 -4.1850 1.0773 -1.5776
H -0.2819 2.0666 1.1554 0.6001 -3.3139 2.9229
H -0.9529 0.4550 2.2422 -0.0865 0.2220 0.4601
H 1.1263 1.6330 -0.4514 0.2603 2.4269 0.5644
H 2.0441 -1.6798 -1.4163 -1.5232 -1.4033 0.0350
H -2.4619 -0.0339 0.4450 2.6792 -0.2993 -1.5268
N -0.2592 0.1774 0.2514 3.8122 3.3346 4.2658
N 1.1575 0.0462 -1.6266 -0.2054 -0.2066 -0.1152
N -0.1040 -1.9067 -1.0952 -2.8480 -1.6577 0.1303
N -1.4240 -1.1892 -1.0914 1.2417 0.2822 1.6845
```
Positions in Å, forces in eV/Å.

The HOMO-LUMO gap is 9.295 eV. The charge is 0.

---

Let's list relative energy (zero: lowest compared OMol25 entry of this formula, charge and spin) in order: 102.1; 100.3; 141.8 kcal/mol.